Entry 1:
C10H20N2O3 in the gas phase at a distorted geometry, computed with ωB97M-V with the def2-TZVPD basis set.

CARTESIAN COORDINATES (ANGSTROEM)
C 3.619 0.394 1.178
C 3.317 -0.727 0.165
C 1.964 -1.427 0.392
C 1.209 -1.642 -0.949
N -0.085 -0.937 -0.976
C 0.034 0.453 -1.292
O 0.896 1.205 -0.447
C 0.250 2.042 0.371
O 0.706 2.653 1.212
O -1.068 2.098 0.036
C -1.288 1.230 -1.058
C -2.641 0.556 -1.213
C -3.116 -0.410 -0.114
C -3.040 0.108 1.313
N -1.724 -0.173 1.928
H 4.627 0.317 1.570
H 3.567 1.354 0.680
H 2.896 0.422 1.983
H 3.358 -0.281 -0.820
H 4.102 -1.480 0.188
H 2.060 -2.372 0.907
H 1.334 -0.774 0.978
H 0.968 -2.701 -0.999
H 1.834 -1.441 -1.821
H -0.638 -1.321 -1.734
H 0.338 0.731 -2.303
H -1.288 1.911 -1.922
H -3.387 1.306 -1.434
H -2.559 -0.036 -2.124
H -4.169 -0.596 -0.319
H -2.631 -1.372 -0.178
H -3.281 1.167 1.371
H -3.764 -0.431 1.916
H -1.078 -0.509 1.221
H -1.322 0.682 2.294

## Properties
SMILES: CCCCN[C@@H]1OC(=O)O[C@@H]1CCCN
Highest occupied orbital energy (eV): -8.96
LUMO (eV): 0.49

natural (NBO) charges in e: C -0.61; C -0.40; C -0.41; C -0.22; N -0.64; C 0.23; O -0.51; C 0.98; O -0.55; O -0.50; C 0.07; C -0.41; C -0.41; C -0.22; N -0.85; H 0.20; H 0.21; H 0.21; H 0.19; H 0.20; H 0.21; H 0.21; H 0.20; H 0.17; H 0.37; H 0.16; H 0.17; H 0.22; H 0.21; H 0.21; H 0.21; H 0.19; H 0.18; H 0.36; H 0.36

---

Entry 2:
C23H42CdCl3N4O3SSi as an isolated structure at a distorted geometry, computed with ωB97M-V with the def2-TZVPD basis set.

CARTESIAN COORDINATES (ANGSTROEM)
C 4.135 2.854 -3.763
C 3.764 2.260 -2.429
H 5.193 3.166 -3.749
H 3.554 3.766 -3.964
H 4.009 2.139 -4.584
C 4.609 2.504 -1.399
C 5.908 3.246 -1.491
H 4.426 2.126 -0.388
H 5.788 4.308 -1.736
H 6.629 2.817 -2.197
H 6.403 3.223 -0.518
Cd -2.588 -0.875 -0.926
Cl -1.690 -3.192 -1.393
Cl -4.722 -0.104 -1.704
H -7.792 -2.482 0.502
H -7.332 -4.399 -1.033
C -6.748 -2.155 0.536
C -6.447 -3.812 -1.315
N -5.905 -3.109 -0.164
H -6.408 -2.056 1.572
C -4.579 -3.077 0.066
O -4.035 -2.323 0.894
H -5.675 -4.473 -1.719
H -3.978 -3.751 -0.565
H -6.653 -1.177 0.042
H -6.739 -3.096 -2.095
H -0.255 3.265 -0.517
H 2.170 4.494 -0.325
C -0.411 3.818 0.410
C 1.924 4.699 0.725
N 0.825 3.845 1.169
H -1.155 3.277 0.993
C 0.832 3.290 2.414
O -0.077 2.608 2.881
H 2.814 4.472 1.332
H 1.755 3.545 2.980
H -0.756 4.829 0.189
H 1.696 5.769 0.845
O 1.253 1.869 -2.576
C 2.556 1.278 -2.396
C 2.384 1.139 0.126
C 2.578 0.489 -1.083
H 2.093 2.201 0.151
C 2.641 0.480 1.332
H 2.673 0.557 -3.231
C 2.960 -0.845 -1.083
H 2.497 1.019 2.263
C 3.048 -0.858 1.332
C 3.212 -1.513 0.110
H 3.089 -1.328 -2.057
H 3.229 -1.387 2.280
H 3.524 -2.552 0.105
Si 0.381 2.232 -3.913
Cl -0.696 0.450 -0.558
C -0.927 3.371 -3.203
C -0.775 0.724 -4.193
C 1.266 2.549 -5.497
H -1.645 2.756 -2.647
H -1.459 3.852 -4.037
H -0.582 4.146 -2.514
H 1.796 3.508 -5.508
H 0.458 2.527 -6.255
H 1.985 1.737 -5.682
H -0.363 -0.242 -3.860
H -0.954 0.730 -5.279
H -1.732 0.871 -3.679
S -1.783 0.031 1.673
C -1.235 -1.456 2.249
N -0.978 -1.594 3.562
C -1.013 -2.980 3.995
C -1.243 -3.720 2.673
N -1.087 -2.680 1.683
H -1.051 -0.778 4.189
H -1.823 -3.152 4.711
H -0.056 -3.263 4.450
H -2.264 -4.129 2.633
H -0.531 -4.524 2.505
H -1.239 -2.904 0.679

## Properties
Highest occupied orbital energy (eV): -2.92
Charge: -1
LUMO (eV): 2.43

Mulliken charges in e: C -1.54; C 0.53; H 0.46; H 0.13; H 0.30; C 0.44; C -1.85; H 0.33; H 0.36; H 0.40; H 0.39; Cd 1.43; Cl -0.83; Cl -0.72; H 0.33; H 0.29; C -0.83; C -0.85; N 0.20; H 0.25; C 0.02; O -0.64; H 0.29; H 0.35; H 0.25; H 0.31; H -0.26; H 0.24; C -0.58; C -0.96; N 0.35; H 0.28; C -0.05; O -0.54; H 0.32; H 0.39; H 0.35; H 0.32; O -0.02; C -0.03; C 0.11; C 0.51; H 0.33; C -0.61; H 0.50; C -0.60; H 0.30; C -0.61; C -0.78; H 0.31; H 0.36; H 0.36; Si 0.37; Cl -0.62; C -1.13; C -1.00; C -1.16; H 0.26; H 0.41; H 0.25; H 0.31; H 0.44; H 0.29; H 0.26; H 0.39; H 0.14; S -0.50; C 0.39; N -0.31; C -0.62; C -0.42; N 0.23; H 0.26; H 0.31; H 0.29; H 0.18; H 0.33; H -0.10

---

Entry 3:
A 6-piece molecular cluster, C26H36ClF3O23S overall at a distorted geometry, computed with ωB97M-V with the def2-TZVPD basis set.

CARTESIAN COORDINATES (ANGSTROEM)
O 0.928 0.693 1.215
C 0.743 -0.486 0.965
O 0.410 -0.965 -0.263
C 0.103 -2.344 -0.162
C -1.426 -2.567 -0.140
C -2.241 -1.352 -0.528
C -2.521 -0.405 0.671
C -2.241 1.041 0.321
S -2.062 2.064 1.777
O -1.530 1.304 2.857
O -3.280 2.776 1.980
Cl -0.679 3.437 1.153
C 0.871 -2.734 1.102
C 0.173 -3.784 1.944
O -0.314 -4.803 1.079
O -1.401 -5.475 1.701
C 2.331 -3.135 0.899
C 3.334 -2.025 0.647
O 4.555 -2.455 1.209
C 3.577 -1.681 -0.853
F 3.766 -0.337 -1.016
F 4.688 -2.299 -1.331
F 2.556 -2.039 -1.674
O 0.803 -1.502 1.838
H 0.483 -2.923 -0.988
H -1.640 -3.350 -0.852
H -1.800 -2.917 0.812
H -1.831 -0.827 -1.376
H -3.204 -1.724 -0.851
H -1.915 -0.729 1.509
H -3.548 -0.533 0.970
H -3.086 1.462 -0.203
H -1.372 1.116 -0.312
H -0.634 -3.336 2.510
H 0.849 -4.237 2.660
H -2.147 -4.863 1.626
H 2.662 -3.604 1.812
H 2.392 -3.899 0.136
H 3.066 -1.103 1.150
H 5.075 -1.652 1.308
C 3.811 1.355 -4.063
C 2.780 0.307 -4.434
O 1.830 1.086 -5.190
C 2.474 2.174 -5.686
O 2.009 2.922 -6.476
O 3.702 2.287 -5.143
H 4.822 0.965 -3.995
H 3.566 1.868 -3.132
H 3.184 -0.479 -5.074
H 2.304 -0.146 -3.569
C -1.849 0.922 -4.114
C -1.915 2.295 -3.479
O -3.322 2.450 -3.245
C -3.880 1.222 -3.173
O -4.989 1.003 -2.812
O -2.998 0.272 -3.554
H -0.942 0.376 -3.864
H -1.958 0.959 -5.198
H -1.395 2.339 -2.520
H -1.543 3.087 -4.122
C 4.751 -0.717 4.968
C 5.940 0.176 5.229
O 6.565 0.242 3.938
C 5.626 -0.023 3.012
O 5.772 0.125 1.836
O 4.486 -0.463 3.580
H 3.890 -0.463 5.581
H 4.990 -1.773 5.101
H 5.645 1.184 5.528
H 6.624 -0.229 5.968
C 2.060 3.285 4.243
C 3.069 4.168 4.946
O 2.944 3.745 6.309
C 2.446 2.487 6.321
O 2.388 1.794 7.280
O 2.037 2.122 5.082
H 2.350 3.014 3.232
H 1.061 3.722 4.225
H 4.093 3.982 4.613
H 2.852 5.228 4.857
C -8.555 0.230 -4.718
C -8.168 0.387 -3.262
O -9.404 0.809 -2.668
C -10.423 0.391 -3.454
O -11.569 0.436 -3.159
O -9.948 -0.087 -4.632
H -8.016 -0.566 -5.223
H -8.440 1.157 -5.282
H -7.863 -0.556 -2.808
H -7.391 1.126 -3.100

## Properties
SMILES: O=C1O[C@H](CCCCS(=O)(=O)Cl)[C@@](COO)(C[C@@H](O)C(F)(F)F)O1.O=C1OCCO1.O=C1OCCO1.O=C1OCCO1.O=C1OCCO1.O=C1OCCO1
Highest occupied orbital energy (eV): -10.78
LUMO (eV): -0.02

Mulliken charges in e: O -0.49; C 0.00; O -0.33; C 0.26; C -1.39; C -0.60; C -1.34; C -0.69; S 1.28; O -0.52; O -0.68; Cl -0.25; C 2.48; C -1.82; O -0.19; O -0.45; C -2.07; C 0.41; O -0.79; C 0.73; F -0.27; F -0.31; F -0.27; O -0.39; H 0.76; H 0.50; H 0.08; H -0.01; H 0.72; H 0.67; H 0.64; H 0.64; H 0.18; H 0.47; H 0.67; H 0.38; H 0.57; H 0.19; H 0.79; H 0.40; C -0.26; C 0.22; O -0.33; C 0.61; O -0.52; O -0.36; H 0.34; H 0.27; H 0.25; H -0.23; C -0.10; C -0.17; O -0.35; C 0.65; O -0.52; O -0.34; H 0.13; H 0.30; H 0.09; H 0.37; C -0.33; C -0.33; O -0.38; C 0.69; O -0.59; O -0.15; H 0.30; H 0.28; H 0.19; H 0.33; C -0.05; C -0.36; O -0.35; C 0.57; O -0.55; O -0.20; H 0.15; H 0.24; H 0.25; H 0.31; C -0.31; C -0.03; O -0.33; C 0.62; O -0.52; O -0.34; H 0.28; H 0.28; H 0.18; H 0.15

---

Entry 4:
A 2-piece molecular cluster, C3H5NO overall at a distorted geometry, computed with ωB97M-V with the def2-TZVPD basis set.

CARTESIAN COORDINATES (ANGSTROEM)
C -1.418 0.725 0.117
C 1.054 0.810 0.642
C -0.158 0.310 0.679
N -2.290 1.180 -0.473
O 0.304 -1.810 -1.089
H 1.830 0.364 1.207
H 0.433 -0.858 -1.162
H 1.276 1.834 0.393
H -0.377 -0.676 0.964
H -0.653 -1.879 -1.278

## Properties
SMILES: C=CC#N.O
Highest occupied orbital energy (eV): -10.91
LUMO (eV): 0.03

natural (NBO) charges in e: C 0.24; C -0.31; C -0.31; N -0.28; O -0.93; H 0.22; H 0.47; H 0.21; H 0.24; H 0.47

---

Entry 5:
C46H49ClN7O9W as an isolated structure at a distorted geometry, computed with ωB97M-V with the def2-TZVPD basis set.

CARTESIAN COORDINATES (ANGSTROEM)
W -1.107 1.388 -1.366
O -2.724 -0.767 -1.173
C -4.106 -0.530 -1.560
C -4.119 -0.056 -3.012
N -3.148 1.039 -3.210
C -2.320 0.872 -4.420
C -0.885 0.949 -3.918
O 0.011 1.579 -4.411
O -0.745 0.243 -2.800
C -3.750 2.378 -3.210
C -2.708 3.433 -2.814
O -2.884 4.610 -2.892
O -1.583 2.890 -2.317
H -2.771 -1.298 -0.362
H -4.553 0.214 -0.892
H -4.669 -1.465 -1.484
H -5.136 0.245 -3.284
H -3.836 -0.903 -3.640
H -2.502 1.635 -5.186
H -2.464 -0.109 -4.883
H -4.564 2.445 -2.477
H -4.170 2.662 -4.183
O -0.423 2.267 0.130
C -2.618 3.444 1.195
C -3.249 2.725 0.042
O -4.271 3.132 -0.461
O -2.707 1.580 -0.361
C -2.529 2.676 2.419
C -2.054 1.349 2.446
C -2.028 0.641 3.630
C -2.530 1.200 4.802
C -3.044 2.488 4.785
C -3.028 3.224 3.617
C -2.441 4.848 1.131
C -2.877 5.613 0.013
C -2.773 6.983 0.001
C -2.216 7.660 1.084
C -1.722 6.935 2.170
C -1.802 5.563 2.187
H 0.063 2.661 0.865
H -1.660 0.885 1.534
H -1.613 -0.356 3.651
H -2.540 0.624 5.714
H -3.467 2.913 5.683
H -3.474 4.205 3.602
H -3.352 5.139 -0.826
H -3.137 7.530 -0.856
H -2.161 8.738 1.077
H -1.253 7.460 2.989
H -1.360 5.016 3.004
N 7.758 7.454 -0.084
C 6.941 6.755 -0.472
C 5.932 5.857 -0.911
C 4.634 6.313 -1.144
C 3.641 5.423 -1.513
C 3.945 4.071 -1.647
C 5.251 3.621 -1.452
C 6.244 4.508 -1.088
N 2.937 3.115 -1.945
C 3.145 1.924 -2.583
C 1.968 1.243 -2.543
N 1.019 2.006 -1.898
C 1.654 3.135 -1.562
H 4.414 7.364 -1.037
H 2.646 5.786 -1.718
H 5.489 2.575 -1.561
H 7.255 4.162 -0.933
H 4.074 1.669 -3.050
H 1.734 0.278 -2.959
H 1.186 3.944 -1.028
C 1.832 -4.363 2.306
C 0.318 -4.351 2.074
C -0.248 -3.039 2.651
C -0.301 -5.476 2.913
C -0.044 -4.492 0.542
O -1.253 -3.766 0.282
C -0.279 -5.942 0.022
C 0.834 -6.692 -0.729
C 2.066 -7.042 0.047
C 1.996 -7.878 1.165
C 3.132 -8.236 1.858
C 4.379 -7.770 1.429
Cl 5.798 -8.215 2.274
C 4.470 -6.959 0.294
C 3.321 -6.603 -0.380
C 1.009 -3.819 -0.390
N 0.907 -2.393 -0.325
C -0.080 -1.680 -0.847
N 0.019 -0.399 -0.440
C 1.162 -0.422 0.324
N 1.693 -1.608 0.398
H 2.024 -4.441 3.373
H 2.304 -3.448 1.956
H 2.296 -5.223 1.831
H 0.188 -2.891 3.635
H -1.327 -3.099 2.774
H -0.014 -2.163 2.054
H -0.229 -5.211 3.964
H 0.238 -6.408 2.781
H -1.354 -5.625 2.689
H -1.970 -4.256 0.698
H -1.102 -5.854 -0.694
H -0.630 -6.567 0.838
H 1.120 -6.158 -1.635
H 0.381 -7.634 -1.051
H 1.041 -8.273 1.475
H 3.071 -8.885 2.717
H 5.435 -6.627 -0.055
H 3.399 -5.998 -1.272
H 0.788 -4.112 -1.418
H 2.013 -4.123 -0.106
H -0.837 -2.091 -1.491
H 1.566 0.435 0.829

## Properties
Highest occupied orbital energy (eV): -13.54
Charge: +3
LUMO (eV): -10.91

Here are the Mulliken charges for atoms 1 to 99, given in e: W 0.66; O -0.11; C -0.56; C -1.02; N 0.49; C -0.76; C 0.55; O -0.48; O -0.45; C -1.00; C 0.44; O -0.52; O -0.13; H 0.22; H 0.19; H 0.69; H 0.33; H 0.46; H 0.40; H 0.52; H 0.53; H 0.56; O 0.52; C 0.74; C -0.66; O -0.45; O 0.89; C 0.63; C 0.19; C -0.96; C -0.67; C -1.01; C -0.63; C 0.91; C -0.13; C -0.98; C -0.43; C -1.08; C -0.56; H 0.16; H 0.44; H 0.53; H 0.50; H 0.46; H 0.67; H 0.27; H 0.52; H 0.48; H 0.47; H 0.66; N -0.39; C -0.10; C 0.51; C -0.87; C -0.32; C 1.07; C -0.54; C -1.05; N 0.27; C -0.96; C -0.72; N 0.51; C -0.89; H 0.47; H 0.51; H 0.41; H 0.47; H 0.61; H 0.70; H 0.64; C -1.85; C 2.16; C -1.74; C -2.02; C 1.77; O -0.54; C -1.34; C -1.43; C 0.14; C 0.24; C -1.03; C 0.33; Cl -0.18; C -0.97; C 0.06; C -2.42; N 1.23; C -0.72; N 0.52; C -1.22; N -0.94; H 0.53; H 0.35; H 0.25; H 0.65; H 0.42; H -0.06; H 0.51; H 0.43

---

Entry 6:
C3H4Cl2N4 in the gas phase at a distorted geometry, computed with ωB97M-V with the def2-TZVPD basis set.

CARTESIAN COORDINATES (ANGSTROEM)
C 0.586 0.116 -1.344
C 0.107 -0.777 0.950
C -0.296 -0.626 -0.559
N 1.537 -1.137 1.236
N 2.352 -0.176 1.055
N 1.374 0.471 -2.152
N 1.913 1.023 0.681
Cl -0.726 -2.149 -1.468
Cl 3.163 1.997 0.001
H 0.118 0.224 1.447
H -0.403 -1.639 1.440
H -1.179 0.053 -0.453
H 2.033 1.261 -2.197

## Properties
Highest occupied orbital energy (alpha / beta) (eV): -8.10 / -8.11
LUMO (alpha / beta) (eV): -1.46 / -1.46

natural (NBO) charges in e: C 0.63; C -0.32; C -0.38; N -0.28; N -0.03; N -0.50; N -0.48; Cl 0.03; Cl 0.07; H 0.25; H 0.25; H 0.29; H 0.46

---

Entry 7:
A 3-piece molecular cluster, C7H16O2 overall at a distorted geometry, computed with ωB97M-V with the def2-TZVPD basis set.

CARTESIAN COORDINATES (ANGSTROEM)
C -1.111 1.021 2.034
C 0.139 0.810 1.154
C -0.244 0.850 -0.292
C -0.867 -0.145 -0.948
C -0.890 -1.530 -0.385
C -1.961 -1.999 0.243
C 0.130 2.088 -1.074
H -0.779 1.126 3.066
H -1.821 0.192 1.963
H -1.732 1.871 1.744
H 0.732 1.691 1.405
H 0.644 -0.115 1.401
H -1.226 0.123 -1.937
H 0.052 -2.058 -0.267
H -1.908 -2.985 0.697
H -2.972 -1.655 0.351
H 1.136 1.960 -1.467
H 0.082 3.015 -0.501
H -0.475 2.201 -1.979
H 2.652 -1.005 -0.078
H 2.364 -1.524 1.357
O 2.992 -1.021 0.826
H 1.310 -1.635 -2.243
H 1.688 -0.222 -2.690
O 2.064 -1.052 -2.380

## Properties
SMILES: C=C/C=C(/C)CC.O.O
Highest occupied orbital energy (eV): -9.11
LUMO (eV): 0.69

natural (NBO) charges in e: C -0.59; C -0.45; C 0.07; C -0.30; C -0.23; C -0.36; C -0.64; H 0.21; H 0.21; H 0.21; H 0.21; H 0.22; H 0.21; H 0.20; H 0.19; H 0.20; H 0.22; H 0.21; H 0.21; H 0.49; H 0.46; O -0.95; H 0.47; H 0.48; O -0.94

---

Quick rundown of calculated total energy, same order as above: -728.243561 -3582.536798 -3900.811354 -247.244948 -3369.129789 -1255.906901 -426.730186 a.u.